Density functional theory data (ωB97M-V with the def2-TZVPD basis set) for a cluster of 3 separate species, C4H13NO3 in total.

Each atom is followed by the atoms it is bonded to, with distances in Å.
Element x y z (Å)
1 C -0.4536 2.0722 0.1089  N2 1.366, O6 1.226, H7 1.091
2 N 0.2025 0.8758 0.1696  C1 1.366, C3 1.503, C5 1.431
3 C 1.6935 0.7204 0.2848  N2 1.503, C4 1.555, H8 1.091, H9 1.096
4 C 2.4834 1.9498 -0.2469  C3 1.555, H10 1.095, H11 1.098, H12 1.084
5 C -0.5132 -0.2907 0.5877  N2 1.431, H13 1.091, H14 1.113, H15 1.096
6 O -1.6743 2.1028 -0.0062  C1 1.226
7 H 0.0448 3.0428 0.1004  C1 1.091
8 H 1.9858 0.6069 1.3303  C3 1.091
9 H 1.9442 -0.0918 -0.4076  C3 1.096
10 H 2.4324 2.0648 -1.3351  C4 1.095
11 H 3.5604 1.8098 -0.0844  C4 1.098
12 H 2.0330 2.8394 0.1796  C4 1.084
13 H 0.0833 -0.8749 1.2899  C5 1.091
14 H -0.6563 -1.0690 -0.1950  C5 1.113
15 H -1.5058 -0.0036 0.9534  C5 1.096
16 H -0.9884 -2.0325 -1.8777  O18 0.968
17 H 0.0048 -2.5988 -2.9277  O18 0.971
18 O -0.9009 -2.6845 -2.5874  H16 0.968, H17 0.971
19 H -1.1759 -2.4048 2.2995  O21 0.968
20 H -0.5404 -3.0701 1.0497  O21 0.967
21 O -1.0494 -3.2533 1.8511  H19 0.968, H20 0.967

Output
Total charge: -1
DFT total energy, hartree: -440.626750
⟨S²⟩: 0.7504
Spin multiplicity: 2
Largest force on an atom, eV Å⁻¹: 2.3
Frontier orbital gap (alpha / beta), eV: 2.96 / 9.74
LUMO (alpha / beta), eV: 3.630 / 3.524